ORCA calculation (ωB97M-V with the def2-TZVPD basis set) on 14 unconnected molecules or ions with the total composition C53H115O23P3 at a distorted geometry.

```
! wB97M-V def2-TZVPD RIJCOSX def2/J DEFGRID3
* xyz 0 1
C -6.29 -3.08 -1.11
C -5.42 -2.37 -0.12
C -4.84 -3.51 0.71
O -4.82 -4.69 -0.17
C -5.49 -4.36 -1.43
H -6.43 -2.50 -2.04
H -7.31 -3.38 -0.77
H -5.87 -1.56 0.49
H -4.53 -1.92 -0.57
H -5.41 -3.77 1.64
H -3.83 -3.32 1.00
H -6.10 -5.28 -1.71
H -4.65 -4.23 -2.17
C 1.46 2.22 -5.03
C 1.59 1.95 -3.57
C 0.30 1.22 -3.17
O -0.24 0.68 -4.41
C 0.63 0.99 -5.52
H 2.36 2.39 -5.58
H 0.78 3.05 -5.17
H 1.72 2.86 -3.05
H 2.52 1.37 -3.41
H -0.41 2.01 -2.79
H 0.52 0.39 -2.53
H -0.02 1.18 -6.40
H 1.19 0.15 -5.81
C 0.31 5.81 -0.13
C 1.50 6.77 -0.27
C 2.22 6.13 -1.49
O 1.11 5.85 -2.37
C 0.01 5.37 -1.54
H -0.50 6.40 0.30
H 0.56 4.95 0.53
H 2.14 6.63 0.60
H 1.37 7.82 -0.37
H 2.83 5.22 -1.13
H 2.95 6.76 -1.97
H -0.05 4.28 -1.67
H -0.86 5.85 -2.00
C 5.95 -4.99 2.50
C 5.55 -5.37 1.02
C 4.14 -4.78 0.92
O 3.55 -4.99 2.19
C 4.54 -4.59 3.14
H 6.65 -4.15 2.45
H 6.46 -5.81 2.98
H 5.58 -6.47 1.01
H 6.32 -5.03 0.37
H 3.41 -5.31 0.26
H 4.20 -3.73 0.76
H 4.35 -5.06 4.11
H 4.56 -3.51 3.31
C 5.70 3.47 -2.32
C 6.09 2.13 -1.80
C 5.49 1.16 -2.79
O 5.73 1.81 -4.06
C 5.58 3.21 -3.89
H 6.51 4.16 -2.20
H 4.82 3.94 -1.85
H 5.68 1.97 -0.77
H 7.13 1.98 -1.64
H 4.41 1.01 -2.60
H 5.95 0.18 -2.91
H 4.52 3.46 -4.19
H 6.34 3.78 -4.49
C -5.26 1.26 -4.64
C -4.19 2.05 -3.88
C -3.45 0.96 -3.13
O -4.40 -0.11 -2.90
C -5.09 -0.16 -4.13
H -5.16 1.27 -5.75
H -6.27 1.64 -4.35
H -4.61 2.72 -3.18
H -3.43 2.58 -4.44
H -3.13 1.29 -2.10
H -2.60 0.58 -3.69
H -6.04 -0.68 -4.00
H -4.60 -0.84 -4.92
C -4.77 0.87 4.59
C -4.79 -0.41 3.72
C -3.31 -0.63 3.51
O -2.63 -0.23 4.70
C -3.38 0.82 5.27
H -5.62 0.98 5.27
H -4.73 1.75 3.95
H -5.38 -0.32 2.77
H -5.15 -1.23 4.36
H -2.97 0.04 2.67
H -3.09 -1.64 3.25
H -2.91 1.79 5.25
H -3.51 0.54 6.32
C -2.29 -3.24 -3.78
C -1.62 -2.51 -2.64
C -0.13 -2.37 -3.10
O 0.01 -3.25 -4.29
C -1.26 -3.21 -4.92
H -3.19 -2.74 -4.08
H -2.54 -4.26 -3.42
H -1.79 -3.02 -1.69
H -2.07 -1.54 -2.57
H 0.68 -2.63 -2.41
H -0.08 -1.33 -3.54
H -1.25 -4.04 -5.59
H -1.38 -2.25 -5.50
C -0.48 -3.68 2.19
C -0.91 -4.29 0.85
C 0.45 -4.38 0.17
O 0.97 -3.02 0.44
C 0.61 -2.78 1.77
H -0.24 -4.51 2.84
H -1.31 -3.13 2.57
H -1.51 -3.52 0.29
H -1.40 -5.25 0.99
H 0.49 -4.43 -0.92
H 1.18 -5.12 0.50
H 0.29 -1.74 1.91
H 1.50 -2.95 2.38
C -0.64 -1.92 6.94
C 0.50 -0.88 7.00
C 1.58 -1.40 6.11
O 0.90 -2.20 5.12
C -0.13 -2.86 5.82
H -1.53 -1.44 6.58
H -0.72 -2.42 7.88
H 0.86 -0.88 8.06
H 0.07 0.06 6.72
H 2.30 -2.02 6.66
H 2.17 -0.62 5.55
H 0.25 -3.77 6.34
H -0.88 -3.19 5.12
C 3.40 -1.92 -3.87
C 3.64 -3.32 -3.27
C 5.07 -3.29 -2.83
O 5.72 -2.42 -3.87
C 4.70 -1.74 -4.64
H 3.19 -1.25 -2.98
H 2.50 -1.86 -4.47
H 3.48 -4.08 -4.02
H 2.94 -3.52 -2.43
H 5.63 -4.22 -2.88
H 5.23 -2.80 -1.87
H 4.61 -2.10 -5.72
H 5.05 -0.71 -4.71
C -6.91 1.56 -1.30
O -6.98 2.34 -0.08
P -5.77 3.27 0.35
O -5.27 4.22 -0.65
O -6.46 3.89 1.63
C -7.61 4.85 1.50
O -4.74 2.20 0.95
C -3.41 2.77 1.29
H -7.72 0.83 -1.32
H -5.95 1.00 -1.19
H -6.94 2.23 -2.17
H -7.36 5.59 0.72
H -7.62 5.30 2.48
H -8.49 4.25 1.33
H -3.55 3.77 1.68
H -2.77 2.72 0.41
H -3.00 2.14 2.12
C 4.70 -0.22 2.92
O 3.76 0.79 2.33
P 3.96 2.26 2.95
O 3.87 2.34 4.41
O 5.23 2.88 2.27
C 6.18 3.82 2.87
O 2.68 3.02 2.30
C 2.51 4.38 2.70
H 4.23 -1.26 2.91
H 4.88 -0.05 3.97
H 5.63 -0.10 2.43
H 6.47 4.49 2.04
H 7.09 3.31 3.26
H 5.67 4.46 3.57
H 2.81 4.43 3.76
H 1.42 4.55 2.60
H 2.99 5.10 2.08
C 0.20 0.87 3.68
O -0.08 1.72 2.52
P -0.22 1.18 1.08
O -0.48 2.21 0.00
O -1.30 0.09 1.23
C -1.97 -0.49 0.04
O 1.03 0.28 0.77
C 1.91 0.30 -0.33
H -0.11 1.38 4.57
H 1.29 0.85 3.72
H -0.22 -0.09 3.56
H -2.49 -1.35 0.46
H -1.27 -0.91 -0.71
H -2.61 0.18 -0.47
H 1.77 -0.61 -0.93
H 2.95 0.39 0.03
H 1.72 1.11 -1.02
*
```

Results
orbital gap = 9.668 eV
max |F| = 4.4 eV Å⁻¹
LUMO energy = 0.44 eV
HOMO = -9.2 eV


ORCA calculation (ωB97M-V with the def2-TZVPD basis set) on 12 unconnected molecules or ions with the total composition C9H40F2N19O9 at a distorted geometry.

```
! wB97M-V def2-TZVPD RIJCOSX def2/J DEFGRID3
* xyz -1 1
N -0.60 -0.29 0.35
H -1.41 -0.78 0.70
H -0.71 -0.16 -0.64
H 0.24 -0.77 0.66
H -0.64 0.64 0.75
F 3.57 -2.39 1.42
F -1.05 -0.03 -4.77
C -5.28 -0.81 4.08
O -4.63 -1.79 3.57
N -4.89 -0.30 5.19
N -6.47 -0.33 3.73
H -5.31 0.51 5.62
H -3.98 -0.46 5.60
H -6.95 0.40 4.24
H -6.79 -0.77 2.88
C 6.83 2.47 1.87
O 7.68 3.26 2.14
N 6.86 1.35 2.35
N 5.96 2.64 0.87
H 7.53 1.11 3.07
H 6.09 0.77 2.05
H 5.99 3.40 0.20
H 5.24 1.93 0.92
C 4.61 -2.13 -5.64
O 5.67 -2.53 -5.27
N 4.52 -1.39 -6.75
N 3.56 -2.18 -4.91
H 3.64 -1.35 -7.24
H 5.35 -1.25 -7.30
H 3.54 -2.66 -4.02
H 2.70 -1.79 -5.27
C 1.51 -0.87 7.33
O 0.73 -0.84 8.16
N 2.65 -0.23 7.14
N 1.40 -1.60 6.27
H 2.99 0.13 8.02
H 3.12 -0.18 6.25
H 0.57 -2.18 6.21
H 2.08 -1.56 5.53
C 0.21 5.51 4.29
O -0.36 4.87 3.38
N -0.10 5.73 5.55
N 1.12 6.34 4.00
H -0.86 5.22 5.98
H 0.64 6.04 6.15
H 1.43 6.25 3.04
H 1.58 6.82 4.76
C 0.30 5.18 -7.14
O 0.53 6.24 -7.60
N -0.78 4.52 -7.47
N 0.68 4.72 -5.99
H -0.95 3.67 -6.95
H -1.46 4.89 -8.12
H 1.13 5.27 -5.28
H 0.70 3.71 -5.99
C -4.02 -5.23 -3.88
O -4.90 -6.06 -3.78
N -3.94 -4.19 -3.04
N -2.94 -5.30 -4.64
H -4.75 -4.10 -2.45
H -3.25 -3.54 -3.40
H -2.77 -6.08 -5.25
H -2.36 -4.48 -4.65
C 1.03 -7.99 2.01
O 0.32 -8.98 1.73
N 1.97 -7.95 2.87
N 0.84 -6.79 1.49
H 2.25 -8.79 3.36
H 2.47 -7.08 2.94
H 1.27 -5.97 1.88
H -0.11 -6.69 1.14
C -5.55 3.56 -2.69
O -6.54 3.99 -2.12
N -4.57 4.23 -3.11
N -5.31 2.41 -3.15
H -3.76 3.97 -3.67
H -4.65 5.18 -2.81
H -6.00 1.68 -3.08
H -4.45 2.22 -3.66
*
```

Results
orbital gap = 5.636 eV
max |F| = 10.1 eV Å⁻¹
energy above the lowest of the compared OMol25 structures with the same formula, charge and spin = 290.8 kcal/mol
LUMO energy = 0.21 eV
HOMO = -5.4 eV


ORCA calculation (ωB97M-V with the def2-TZVPD basis set) on a molecular structure, C31H28Br2ClF3N2O5V.

```
! wB97M-V def2-TZVPD RIJCOSX def2/J DEFGRID3
* xyz -2 4
V -0.22 -2.11 0.10
O -0.73 -2.76 3.13
Cl -1.66 -2.42 2.05
O -2.67 -3.45 1.93
O 0.09 -3.60 -0.24
O -2.29 -1.13 2.34
C 3.47 -0.13 4.23
C 3.78 0.26 2.82
C 4.92 0.98 2.51
C 5.18 1.34 1.18
C 4.29 0.94 0.18
C 4.43 1.19 -1.20
Br 5.95 2.19 -1.83
C 3.55 0.72 -2.16
C 2.45 0.01 -1.74
Br 1.22 -0.66 -3.03
C 2.19 -0.24 -0.39
O 1.08 -0.90 -0.02
C 3.12 0.19 0.59
N 2.88 -0.12 1.89
H 4.31 0.08 4.90
H 3.21 -1.19 4.28
H 2.60 0.44 4.59
H 5.61 1.26 3.30
H 6.07 1.90 0.92
H 3.71 0.91 -3.21
C 0.04 -0.60 5.67
C -0.09 0.71 4.94
C -0.31 1.90 5.63
C -0.40 3.13 4.96
C -0.57 4.41 5.73
C -0.32 3.16 3.58
C -0.14 1.96 2.82
C 0.02 0.75 3.56
N -0.15 1.80 1.50
C -0.33 2.87 0.53
C 0.84 3.86 0.57
C -0.33 2.18 -0.84
C -1.70 3.57 0.69
H -0.46 -0.55 6.64
H 1.09 -0.84 5.84
H -0.39 -1.41 5.08
H -0.40 1.89 6.71
H -0.85 4.22 6.76
H -1.34 5.04 5.28
H 0.36 4.99 5.74
H -0.40 4.11 3.08
H 0.25 -0.14 3.00
H 1.78 3.31 0.47
H 0.88 4.43 1.49
H 0.76 4.55 -0.27
H 0.63 1.71 -1.02
H -0.52 2.91 -1.63
H -1.10 1.41 -0.87
H -1.77 4.20 1.58
H -2.48 2.81 0.75
H -1.89 4.19 -0.19
F -8.97 -0.89 -3.56
C -7.89 -0.47 -4.26
F -7.95 -1.11 -5.45
F -8.10 0.84 -4.53
C -6.60 -0.72 -3.54
C -6.57 -1.40 -2.33
C -5.35 -1.63 -1.71
C -4.15 -1.19 -2.28
C -4.21 -0.50 -3.50
C -5.42 -0.27 -4.12
C -2.91 -1.45 -1.63
C -1.87 -1.65 -1.03
H -7.49 -1.74 -1.88
H -5.31 -2.15 -0.76
H -3.29 -0.15 -3.94
H -5.46 0.27 -5.06
*
```

Results
orbital gap (alpha / beta) = 3.382 / 5.790 eV
max |F| = 0.5 eV Å⁻¹
<S²> = 3.830
energy above the lowest of the compared OMol25 structures with the same formula, charge and spin = 0.0 kcal/mol
LUMO energy (alpha / beta) = 4.03 / 3.68 eV
HOMO (alpha / beta) = 0.7 / -2.1 eV